# 1
ORCA calculation (ωB97M-V with the def2-TZVPD basis set) on 2 unconnected molecules or ions with the total composition CH5N3O2 in a non-equilibrium geometry.

Calculated values
total charge = 0
energy above the lowest of the compared OMol25 structures with the same formula, charge and spin = 691.3 kJ/mol

Geometry (Å):
H  -2.320  1.056  -0.089
H  -0.122  -2.460  -0.866
O  1.436  -0.058  1.134
N  1.173  0.264  0.001
H  -0.880  1.296  1.125
C  -1.388  1.337  0.126
H  0.294  -2.095  0.759
O  1.638  1.266  -0.538
H  -0.621  1.751  -0.574
N  0.576  -0.620  -0.780
N  0.213  -1.736  -0.298

***

# 2
ORCA calculation (ωB97M-V with the def2-TZVPD basis set) on C4H6O2 in the gas phase.

Calculated values
total charge = 0
energy above the lowest of the compared OMol25 structures with the same formula, charge and spin = 314.9 kJ/mol

Geometry (Å):
C  -1.957  -0.091  -0.338
O  -1.028  1.792  0.876
H  -1.580  -1.043  -0.712
H  -2.301  0.521  -1.174
H  2.469  -0.949  0.750
H  -2.808  -0.268  0.330
C  2.165  -0.309  -0.087
C  0.721  0.050  -0.035
O  0.115  -0.252  1.057
C  -0.924  0.685  0.429
H  2.407  -0.772  -1.048
H  2.720  0.637  -0.049

***

# 3
ORCA calculation (ωB97M-V with the def2-TZVPD basis set) on a molecular structure, C34H36AsHgN4 in a non-equilibrium geometry.

Calculated values
total charge = 0
spin multiplicity = 2
expectation value of S² = 0.7920

Geometry (Å):
H  1.893  -2.968  1.733
H  2.618  5.153  -3.839
H  4.218  0.869  -0.472
H  3.565  -0.579  -1.249
C  2.241  -0.762  3.551
H  2.872  -0.041  0.306
C  -4.281  1.197  0.768
H  -4.190  1.576  1.712
H  0.612  -2.796  3.059
C  -0.317  -0.905  -2.810
C  2.407  1.294  -1.407
H  -0.901  -0.131  -2.381
H  3.045  1.257  5.974
C  0.595  -2.447  -4.460
C  1.042  0.292  1.763
C  1.196  -3.283  -3.443
H  1.799  -4.088  -3.766
H  -4.821  3.019  -0.219
H  4.460  0.987  5.014
H  -3.596  -2.372  -1.584
As  -0.029  0.263  0.140
H  -2.160  -5.189  3.264
C  3.131  4.597  -3.010
C  1.499  1.576  2.290
C  -2.313  -4.674  2.303
C  -2.917  -3.398  2.526
H  -4.575  -0.628  -2.486
N  -3.620  -2.035  -0.622
C  1.024  3.500  -2.382
C  3.089  2.268  -2.160
C  -3.992  -0.727  -0.483
H  1.630  -3.252  -1.313
C  -0.210  -1.361  -4.124
C  -2.077  -4.927  0.961
H  -1.527  -5.852  0.706
H  2.939  2.599  3.588
H  -1.261  3.939  -1.451
C  -4.826  1.275  -1.528
H  -0.130  2.889  1.518
C  0.383  2.622  -1.529
H  4.129  4.309  -3.275
C  -3.189  -2.891  0.349
N  -3.929  -0.115  0.696
C  -4.538  -0.066  -1.619
H  0.535  4.398  -2.782
C  -1.038  2.889  -1.194
H  3.518  -0.372  5.688
C  3.316  0.335  -0.669
H  0.862  3.513  2.623
H  1.640  3.266  1.050
H  -2.226  -4.240  -1.028
Hg  -3.402  -0.029  3.998
N  -3.374  -2.526  1.661
H  -1.809  2.227  -1.621
C  2.477  1.641  3.254
C  2.732  0.446  3.998
H  2.486  -1.576  4.169
C  1.026  -2.361  2.112
H  3.274  5.291  -2.204
C  1.451  -0.924  2.425
N  0.457  -1.384  -0.460
H  0.267  -2.366  1.303
C  -2.535  -4.072  -0.042
H  -5.214  1.706  -2.430
C  -4.681  1.918  -0.330
H  -3.059  -3.002  3.497
C  3.534  0.607  5.227
C  1.039  1.491  -1.054
H  4.133  2.099  -2.431
H  -0.637  -0.696  -4.900
H  -1.111  2.742  -0.121
C  0.933  2.894  1.785
C  1.051  -2.858  -2.193
C  2.361  3.356  -2.633
H  0.643  -2.752  -5.509
C  0.365  -1.656  -1.797

***

# 4
ORCA calculation (ωB97M-V with the def2-TZVPD basis set) on a molecular structure, C44H61N8O2S3SeV.

Calculated values
total charge = -1
energy above the lowest of the compared OMol25 structures with the same formula, charge and spin = 28.9 kJ/mol
spin multiplicity = 4
expectation value of S² = 3.7573

Geometry (Å):
H  -2.727  6.359  1.941
H  -1.189  -5.307  -0.325
S  -3.171  5.690  -2.721
C  -1.414  3.915  -3.119
H  4.145  1.856  4.944
H  2.385  0.118  5.588
C  -3.063  5.741  1.102
C  -4.229  4.850  1.515
C  -1.109  -3.731  -2.440
H  -2.842  -3.775  -3.760
C  0.935  1.236  -3.533
N  -2.499  3.220  -2.661
H  5.986  2.806  -0.854
C  2.047  0.799  0.465
C  -3.492  3.995  -2.397
C  -1.008  -4.296  0.004
H  -2.802  1.171  -4.077
H  1.561  2.776  -0.872
H  1.011  -5.426  2.730
H  5.105  0.689  1.936
H  -5.057  5.461  1.878
C  -1.574  5.258  -3.232
O  1.404  1.123  -0.628
C  -0.786  -2.745  1.765
H  -3.256  -4.820  2.675
C  0.150  4.067  -0.293
H  -0.448  -6.816  1.174
H  1.336  -0.367  3.604
C  5.425  0.116  -0.715
C  -2.356  -4.868  3.291
C  0.121  -5.205  3.321
H  -4.728  2.566  -1.690
H  0.744  -0.524  -2.541
O  -0.501  -0.977  -1.409
H  3.235  2.499  -1.876
H  0.014  -5.975  4.091
H  -2.892  1.663  1.506
C  3.120  -0.655  5.351
N  -1.954  3.688  0.344
C  5.273  2.533  -0.070
H  4.679  1.784  -2.573
C  4.463  1.299  -0.498
H  -2.491  -5.649  4.046
H  -2.203  -6.589  1.176
H  -0.869  5.998  -3.571
C  1.961  -0.006  2.797
H  5.567  1.377  4.017
C  5.073  -1.336  3.981
H  -2.258  -3.912  3.808
C  -2.604  -3.516  -2.723
H  5.976  -0.141  0.190
H  5.832  2.364  0.850
C  4.073  -0.201  4.246
H  -1.429  -5.902  -2.175
C  -3.949  0.706  -0.102
H  0.263  -5.429  -2.389
C  4.835  1.033  4.750
C  -0.638  -1.743  0.826
C  4.029  0.593  1.842
H  3.251  0.783  -2.226
C  -2.781  0.232  -3.518
C  -0.647  -1.972  -0.572
C  3.859  1.609  -1.869
H  -1.737  -0.028  -3.359
C  -3.736  0.997  1.353
H  -4.620  1.484  1.773
C  -0.247  3.116  -3.513
S  1.772  2.187  -4.730
H  -5.503  4.023  -2.129
H  -3.563  0.083  1.932
H  2.124  -0.410  -3.618
C  -4.879  0.099  -2.049
C  0.650  3.475  -4.456
H  -6.097  0.236  -0.162
H  -0.568  -1.883  -3.467
H  4.608  3.384  0.098
H  -5.567  -0.228  -2.816
H  5.807  -1.050  3.226
C  -0.764  -5.209  -2.690
H  3.687  -0.872  6.259
H  -1.402  -7.295  2.583
S  -0.346  5.650  0.224
V  -0.771  1.034  -0.875
C  -0.859  -3.319  -0.979
C  -3.525  0.329  -2.222
N  -2.949  0.733  -1.040
H  -0.775  -2.472  2.815
C  -5.154  0.344  -0.681
H  4.552  -2.225  3.620
H  2.581  -1.561  5.066
H  6.151  0.358  -1.497
H  0.282  -4.248  3.820
H  5.369  0.802  5.677
H  0.675  4.381  -5.038
H  -3.211  -4.140  -2.061
H  5.612  -1.596  4.896
H  -3.222  -0.548  -4.146
C  -1.907  4.943  0.587
H  -0.860  -5.417  -3.758
N  -0.790  3.167  -0.163
H  -0.494  -3.340  -4.465
C  3.464  0.914  0.613
N  -0.054  1.864  -2.943
H  0.771  -3.025  -3.273
C  -1.304  -6.544  1.795
C  1.351  0.306  1.594
H  4.866  -0.769  -1.027
C  3.330  0.139  2.956
N  1.237  -0.052  -3.316
N  1.361  3.798  -0.815
C  -0.962  -4.065  1.374
N  -4.655  3.577  -1.821
H  -3.929  4.161  2.304
Se  -0.547  0.061  1.465
H  -4.567  4.251  0.672
H  2.108  4.444  -0.633
H  -2.884  -2.475  -2.550
H  -3.376  6.434  0.315
C  -1.124  -5.162  2.424
C  -0.302  -2.932  -3.468

***

# 5
ORCA calculation (ωB97M-V with the def2-TZVPD basis set) on a molecular structure, C5H14P4 in a non-equilibrium geometry.

Calculated values
total charge = 0
energy above the lowest of the compared OMol25 structures with the same formula, charge and spin = 363.5 kJ/mol

Geometry (Å):
H  -2.370  -3.872  -0.429
P  0.088  2.134  1.435
H  -1.280  -0.332  2.084
H  0.088  -0.829  -3.049
H  1.135  2.876  2.233
H  -1.963  -0.222  -1.210
C  -1.499  -3.358  -0.147
H  -2.765  -2.288  1.126
H  2.763  0.896  0.925
H  -0.501  -3.484  -0.711
H  3.108  2.401  0.304
H  -1.906  1.694  -0.926
H  0.097  -1.979  2.443
C  0.287  0.871  -0.823
P  1.099  -0.022  -2.321
H  2.797  0.922  -0.727
C  1.029  1.483  0.093
C  -1.676  -2.357  0.746
C  2.588  1.512  0.129
P  -0.496  -1.123  1.371
P  -1.391  0.648  -0.285
H  1.010  1.153  -3.077
H  -0.243  3.278  0.817

***

# 6
ORCA calculation (ωB97M-V with the def2-TZVPD basis set) on a molecular structure, C42H45AsGeN2O3S4SbSeW in a non-equilibrium geometry.

Calculated values
total charge = -1
energy above the lowest of the compared OMol25 structures with the same formula, charge and spin = 502.5 kJ/mol
spin multiplicity = 3
expectation value of S² = 2.0597

Geometry (Å):
H  2.023  -6.863  -1.206
C  2.088  -0.720  0.653
H  1.826  -4.417  -0.950
H  2.204  -1.174  -6.251
H  -0.810  -0.193  7.200
H  0.832  -1.831  -5.315
C  -1.293  -6.666  -0.560
N  0.753  -2.314  -0.268
H  -6.229  -1.850  3.869
C  3.723  0.894  1.498
C  -3.027  -1.294  3.042
C  -0.977  0.311  5.116
H  -1.601  1.483  -6.382
H  1.687  2.321  -3.895
C  -2.759  3.439  3.472
H  -3.755  -2.832  0.258
C  -0.724  3.203  -2.551
C  -0.284  -4.449  -0.533
H  2.769  -1.548  -3.464
As  -3.341  -0.477  -1.964
H  2.356  1.845  -7.098
S  -1.188  -1.164  -2.758
H  3.985  -0.415  -2.777
H  0.846  2.716  3.551
Se  1.681  0.385  -2.311
C  1.809  1.252  -4.068
C  -5.461  -1.456  3.219
H  3.974  1.913  1.754
C  -4.101  -2.008  3.372
H  0.963  1.478  7.656
S  -3.004  1.432  -0.685
C  -4.307  0.698  2.535
H  -0.011  3.895  -2.106
C  -0.394  -3.023  -0.283
H  1.799  2.922  5.815
H  -3.650  6.631  2.720
C  3.081  -1.697  0.833
C  -3.203  5.648  2.606
H  -3.588  -5.284  -0.113
C  -0.443  0.441  6.399
H  1.014  2.949  -6.714
C  -1.292  0.954  -5.472
C  1.021  2.189  5.623
C  -2.522  5.323  1.440
C  -1.965  4.053  1.289
C  1.061  -6.415  -0.985
S  -4.487  0.152  -3.630
C  2.447  0.590  1.043
H  0.933  3.458  0.793
C  4.355  -1.394  1.314
H  0.608  -1.364  -7.012
H  2.273  3.197  1.928
H  0.791  1.673  -7.930
H  -2.848  2.712  4.274
H  -2.048  -1.753  3.116
C  4.692  -0.095  1.632
O  -1.745  -1.214  0.276
H  5.684  0.159  1.995
C  -1.431  -5.264  -0.415
H  -4.001  -3.027  3.731
S  -6.098  -1.247  1.493
C  -0.077  -7.235  -0.829
H  -1.805  -0.004  -5.425
C  -2.699  -4.661  -0.140
N  0.788  -1.022  0.136
C  0.957  -5.056  -0.839
C  0.555  1.376  6.655
O  -0.238  1.940  -0.757
H  3.106  -1.550  -1.712
H  5.079  -2.192  1.431
C  -0.550  1.872  -1.998
W  -0.901  0.159  -0.802
H  -1.619  1.524  -4.605
C  0.487  2.060  4.344
H  -3.840  4.958  4.543
H  0.014  -8.312  -0.926
C  -0.526  1.124  4.071
O  1.474  1.535  0.962
H  -6.410  0.541  3.135
H  -1.764  -0.416  4.946
C  -1.658  -2.512  0.014
H  2.563  3.105  0.169
Sb  -1.306  1.099  2.041
C  1.847  2.896  0.968
C  3.049  -0.937  -2.608
C  -3.315  4.707  3.626
Ge  0.628  0.697  -5.554
C  1.126  -1.106  -6.081
C  -2.803  -3.310  0.066
C  -3.119  0.111  2.617
H  -1.447  3.803  0.372
H  -1.736  3.501  -2.293
H  -4.397  1.739  2.254
H  -2.432  6.053  0.639
C  -5.567  -0.041  2.783
H  -0.627  3.210  -3.633
H  2.834  1.082  -4.382
C  1.267  1.911  -6.970
C  -2.087  3.094  2.296
H  -2.177  -7.285  -0.440
H  2.837  -2.710  0.570

***

Computed electronic energy, in the same sequence as the records: -355.56093 -306.38634 -3925.29604 -6842.01770 -1564.09619 -10576.81043 Ha.